[1]
Density functional theory data (wB97M-V/def2-TZVPD) for C6H10N2O3S in the gas phase.

Geometry (Å):
H1 -0.134 3.159 -1.074
N1 -0.272 -0.756 0.771
C1 -3.024 0.840 -0.855
H2 0.558 -1.662 2.520
H3 4.355 0.226 -0.318
O1 2.725 0.179 1.848
C2 -0.351 -1.598 1.977
O2 2.626 -2.124 0.959
H4 -1.221 -1.312 2.514
C3 -0.657 1.231 -1.315
H5 -3.444 0.823 0.134
S1 2.423 -0.726 0.722
N2 -1.450 -0.428 0.342
H6 -0.471 -2.571 1.748
C4 3.449 -0.168 -0.674
H7 -3.640 -0.014 -1.252
H8 3.581 -0.971 -1.343
C5 -1.585 0.520 -0.570
H9 2.785 0.519 -1.110
O3 -0.018 2.357 -1.634
C6 0.781 -0.237 0.204
H10 -3.043 1.683 -1.510

Values from the calculation:
- LUMO level (eV) = -0.172
- Kohn-Sham gap (eV) = 8.03
- net charge = 0
- ΔE to the lowest compared entry with this formula, charge and spin (kJ/mol) = 669.3
- HOMO level (eV) = -8.2

---

[2]
Density functional theory data (wB97M-V/def2-TZVPD) for C6H11N in the gas phase.

Geometry (Å):
C1 1.451 -0.755 -0.225
C2 -0.754 -1.958 -0.435
N1 -0.287 1.984 0.735
C3 -0.610 0.462 -1.047
H1 1.962 0.207 -0.268
C4 0.123 1.018 1.616
H2 1.100 0.587 1.516
H3 -0.945 2.600 -1.133
H4 1.745 -1.274 0.693
H5 -0.703 2.825 1.116
C5 -0.046 -0.627 -0.367
H6 -1.828 -1.842 -0.587
H7 -0.355 -2.586 -1.244
H8 -0.608 -2.515 0.494
H9 -0.207 1.182 2.636
H10 -1.316 0.286 -1.858
H11 1.833 -1.352 -1.064
C6 -0.556 1.757 -0.579

Values from the calculation:
- LUMO level (eV) = 0.956
- Kohn-Sham gap (eV) = 8.02
- net charge = 0
- ΔE to the lowest compared entry with this formula, charge and spin (kJ/mol) = 291.6
- HOMO level (eV) = -7.1

---

[3]
Density functional theory data (wB97M-V/def2-TZVPD) for C9H9OP in the gas phase.

Geometry (Å):
C1 -0.469 0.579 -0.196
C2 -0.492 -0.821 -0.071
C3 0.731 1.428 0.014
H1 3.953 -2.560 -1.234
P1 2.120 0.379 0.552
C4 3.659 -1.803 -0.567
H2 3.143 1.507 0.671
O1 0.763 2.589 -0.769
C5 -2.962 -0.911 -0.089
H3 -3.839 -1.504 -0.089
C6 3.345 -0.799 0.050
H4 1.845 0.218 1.837
H5 -1.540 -2.515 0.389
C7 -1.682 -1.521 0.034
H6 1.321 3.270 -0.323
C8 -1.727 1.201 -0.299
H7 -1.567 2.247 -0.433
H8 -3.746 1.169 -0.171
C9 -2.876 0.523 -0.213
H9 0.479 -1.314 0.208

Values from the calculation:
- LUMO level (eV) = 0.059
- Kohn-Sham gap (eV) = 7.08
- net charge = 0
- ΔE to the lowest compared entry with this formula, charge and spin (kJ/mol) = 426.3
- HOMO level (eV) = -7.0

---

[4]
Density functional theory data (wB97M-V/def2-TZVPD) for C24H25BrF9O6RuS2 as an isolated structure.

Geometry (Å):
H1 -1.279 6.207 -6.184
C1 -0.001 -4.336 0.040
H2 2.146 5.083 -5.129
C2 0.004 2.662 -3.762
C3 -0.006 4.299 1.195
C4 0.468 -5.021 -1.083
H3 -1.297 6.552 -1.068
H4 0.009 2.050 -4.646
O1 -0.104 2.060 -0.188
C5 -4.121 -1.437 -0.088
C6 1.250 5.690 -5.227
C7 -0.008 5.044 -0.139
H5 -0.001 4.470 -7.264
C8 0.439 -6.403 -1.112
H6 -1.279 6.592 0.696
F1 -3.729 -2.088 -1.183
H7 -0.060 -8.204 -0.056
O2 2.787 1.194 2.713
H8 0.012 5.816 -2.643
Ru1 0.085 -0.216 0.295
C9 1.252 5.927 -0.175
H9 0.860 3.649 1.284
H10 -2.152 5.312 -0.150
S1 2.107 0.086 2.062
H11 0.015 5.021 2.013
H12 1.300 6.536 -1.075
H13 -2.146 5.083 -5.124
C10 -0.001 4.047 -3.823
F2 -3.889 2.101 -1.230
O3 2.255 0.216 0.557
F3 -5.595 0.812 -1.245
C11 0.000 2.030 -2.539
C12 -3.564 0.032 -0.050
O4 2.616 -1.215 2.475
C13 -0.552 -6.445 1.071
H14 -1.254 6.436 -4.435
C14 0.001 4.735 -2.607
H15 0.813 -6.936 -1.978
F4 -3.727 -2.158 0.962
H16 0.883 3.239 -6.357
H17 -0.949 -7.002 1.910
H18 -0.902 -4.522 1.960
Br1 0.068 0.076 -2.508
C15 -0.059 -7.123 -0.036
C16 -0.529 -5.067 1.107
F5 -5.470 0.710 1.333
H19 1.256 6.436 -4.436
C17 -1.250 5.691 -5.225
F6 -5.475 -1.515 -0.088
H20 -0.882 3.237 -6.356
H21 1.277 6.208 -6.185
C18 -0.017 4.131 -1.367
C19 -1.262 5.935 -0.173
C20 0.000 3.871 -6.353
C21 -4.113 0.682 1.268
S2 0.134 -2.595 0.217
F7 -3.727 0.032 2.364
F8 -3.733 1.951 1.399
C22 0.000 4.805 -5.140
H22 1.266 6.592 0.687
H23 2.138 5.301 -0.137
H24 0.857 -4.459 -1.917
O5 -2.274 0.087 -0.180
H25 -0.895 3.684 1.293
F9 -3.878 0.313 -2.418
C23 -0.046 2.689 -1.278
C24 -4.239 0.813 -1.235
O6 0.623 0.149 2.373

Values from the calculation:
- LUMO level (spin up / spin down) (eV) = 3.871 / 3.631
- multiplicity = 2
- Kohn-Sham gap (spin up / spin down) (eV) = 6.38 / 6.06
- net charge = -2
- HOMO level (spin up / spin down) (eV) = -2.5 / -2.4

---

[5]
Density functional theory data (wB97M-V/def2-TZVPD) for C10H14GdN4O4 as an isolated structure.

Geometry (Å):
O1 3.162 0.160 -3.362
H1 -2.087 -0.368 0.343
H2 0.174 -1.925 2.762
H3 -2.226 1.406 1.993
O2 -2.990 0.341 -3.403
O3 0.017 2.204 -3.525
C1 -1.150 -0.705 0.798
C2 -0.129 1.440 0.347
C3 0.076 -0.842 2.882
H4 0.069 -3.556 -1.618
C4 -1.289 1.057 2.439
H5 -1.276 1.271 3.515
H6 1.016 1.482 3.517
N1 -1.193 -0.402 2.258
H7 1.934 1.789 2.007
H8 -1.054 1.814 -0.101
O4 0.027 -0.805 -5.796
C5 2.170 -0.298 -2.973
H9 1.391 -1.579 0.686
C6 1.076 1.270 2.443
C7 0.063 1.172 -3.001
N2 -0.161 1.763 1.804
H10 0.063 -3.399 -2.375
N3 0.007 -0.027 0.089
C8 -2.052 -0.206 -2.991
C9 0.037 -0.934 -4.647
H11 0.043 -0.579 3.947
H12 0.711 1.976 -0.102
N4 1.244 -0.181 2.264
C10 1.263 -0.492 0.805
Gd1 0.027 -1.046 -2.046
H13 2.131 0.000 0.356
H14 -1.092 -1.799 0.684

Values from the calculation:
- LUMO level (spin up / spin down) (eV) = -13.724 / -14.943
- multiplicity = 8
- Kohn-Sham gap (spin up / spin down) (eV) = 5.33 / 3.78
- net charge = +3
- ΔE to the lowest compared entry with this formula, charge and spin (kJ/mol) = 2.8
- HOMO level (spin up / spin down) (eV) = -19.1 / -18.7

---

[6]
Density functional theory data (wB97M-V/def2-TZVPD) for C29H40AsN3PdS2 as an isolated structure.

Geometry (Å):
C1 -1.436 1.321 4.684
H1 -0.908 3.103 -1.910
H2 1.876 -2.875 2.915
H3 -2.077 -4.014 -2.103
H4 -2.088 1.558 -0.590
C2 -2.567 -1.116 -0.798
H5 -2.826 1.444 6.307
C3 -1.838 -5.787 0.752
H6 1.985 6.576 -3.275
H7 -3.144 -1.452 1.248
C4 -1.425 -4.776 1.600
H8 -0.373 -0.783 -2.250
C5 2.724 -1.602 1.375
H9 3.988 -0.166 0.309
C6 -1.233 1.015 3.341
H10 -3.267 2.064 0.645
H11 -4.030 -0.160 0.418
S1 0.380 1.155 2.635
H12 -2.390 -6.298 -1.265
C7 2.476 -1.973 2.837
H13 1.719 0.006 -2.932
H14 -1.128 -2.271 -2.832
C8 3.705 -0.412 1.334
H15 1.085 1.970 -4.798
N1 -2.110 0.363 1.154
H16 2.648 -3.645 0.660
H17 1.960 -1.169 3.362
H18 3.555 -2.550 -0.397
H19 2.562 2.370 0.474
C9 1.795 5.564 -3.611
C10 -2.694 1.213 5.257
S2 -0.768 -2.261 2.325
H20 -1.525 2.364 0.884
H21 2.778 1.416 -2.682
C11 2.369 5.102 -4.786
C12 -3.042 -0.616 0.558
C13 -0.578 -1.823 -1.996
Pd1 -0.028 -0.484 0.995
C14 -2.329 0.599 2.577
H22 3.438 -2.147 3.323
N2 -1.304 -1.859 -0.731
C15 -3.771 0.791 4.494
C16 1.875 2.845 -0.225
H23 1.229 3.513 0.344
C17 -2.259 1.670 0.477
C18 2.109 3.806 -5.209
C19 -3.585 0.492 3.151
H24 3.244 0.462 1.797
As1 0.806 1.449 -1.061
C20 3.341 -2.802 0.642
H25 -4.430 0.165 2.560
C21 -1.241 -3.468 1.140
H26 0.526 5.105 -1.947
H27 -1.967 -6.790 1.137
H28 -3.366 -1.744 -1.214
H29 2.545 3.438 -6.129
H30 4.610 -0.660 1.894
H31 -2.431 -0.283 -1.491
C22 -2.072 -5.515 -0.589
N3 1.597 -1.201 0.555
H32 -0.585 1.623 5.282
H33 3.009 5.749 -5.372
C23 -1.890 -4.225 -1.058
H34 2.434 3.406 -0.971
C24 -1.477 -3.198 -0.214
H35 -0.671 1.801 -3.073
H36 4.270 -3.103 1.131
H37 0.373 -2.338 -1.870
C25 0.973 4.735 -2.862
H38 2.818 0.028 -1.553
C26 0.709 3.428 -3.271
C27 1.287 2.979 -4.458
C28 2.184 0.649 -2.186
H39 -1.228 -4.988 2.643
H40 -4.753 0.689 4.937
C29 -0.150 2.528 -2.444

Values from the calculation:
- LUMO level (spin up / spin down) (eV) = -1.033 / -1.029
- Kohn-Sham gap (spin up / spin down) (eV) = 5.93 / 5.93
- net charge = 0
- ΔE to the lowest compared entry with this formula, charge and spin (kJ/mol) = 243.6
- HOMO level (spin up / spin down) (eV) = -7.0 / -7.0

---

[7]
Density functional theory data (wB97M-V/def2-TZVPD) for C3H4N2S in the gas phase.

Geometry (Å):
H1 -1.850 1.659 -1.133
C1 -1.175 0.843 -0.816
N1 3.310 0.628 1.199
H2 -0.649 0.427 -1.788
S1 -1.930 -0.313 0.249
C2 2.103 0.618 0.806
H3 4.022 0.050 0.842
C3 0.917 0.920 0.470
H4 -0.640 2.231 0.436
N2 -0.148 1.466 0.032

Values from the calculation:
- LUMO level (spin up / spin down) (eV) = 0.678 / -2.358
- multiplicity = 3
- Kohn-Sham gap (spin up / spin down) (eV) = 8.03 / 6.21
- net charge = 0
- ΔE to the lowest compared entry with this formula, charge and spin (kJ/mol) = 155.7
- HOMO level (spin up / spin down) (eV) = -7.4 / -8.6

---

[8]
Density functional theory data (wB97M-V/def2-TZVPD) for a 13-piece molecular cluster, C55H134N6O7 overall.

Geometry (Å):
C1 3.729 -5.588 4.369
H1 2.056 -3.465 8.689
H2 -1.994 4.915 -11.651
H3 -5.883 2.599 -9.074
H4 4.491 1.634 -6.171
C2 -2.334 6.434 8.250
H5 -8.754 -6.894 6.765
H6 2.872 2.373 -6.468
C3 -5.503 2.465 -10.087
H7 -8.507 -9.171 4.063
H8 7.699 3.781 -8.783
H9 1.403 -2.059 7.943
H10 2.957 -5.780 3.623
H11 -3.493 2.453 6.166
H12 5.968 4.408 5.177
H13 -8.532 -4.445 2.528
H14 -2.156 -2.052 0.446
N1 4.468 3.086 -7.672
H15 -7.768 -8.695 2.486
H16 0.847 -7.653 7.932
H17 -2.677 4.014 -8.228
H18 4.633 -5.200 3.900
C4 4.926 6.203 2.487
H19 0.109 -9.009 -2.606
C5 -7.715 -6.566 6.741
C6 -7.250 0.484 -4.391
C7 0.784 -6.597 7.669
H20 4.036 6.197 5.529
H21 0.043 -3.354 -0.263
H22 6.427 4.935 -8.709
H23 0.051 -2.521 1.293
H24 -0.572 -4.890 -5.710
C8 -0.003 -9.936 -3.168
C9 6.613 3.862 -8.764
H25 -0.443 3.654 8.040
H26 -6.955 0.869 -10.665
H27 2.995 -2.717 7.443
H28 7.024 6.076 1.836
O1 -3.197 6.646 -1.008
C10 -3.226 2.067 -9.136
C11 6.285 6.825 2.121
C12 5.106 6.390 5.453
C13 0.616 -5.650 -8.145
C14 4.438 0.817 -8.766
H29 -2.670 2.562 -7.197
H30 0.015 5.110 8.666
H31 2.485 -7.002 6.589
H32 -2.957 6.942 0.958
C15 -2.607 6.276 0.170
H33 -7.230 -6.909 7.655
H34 -1.905 3.168 -11.917
H35 -9.101 -6.503 3.024
O2 -3.376 -7.723 1.616
C16 -7.232 -5.120 4.114
C17 -0.881 4.496 8.577
C18 -0.037 -2.378 0.216
C19 -1.173 7.565 -1.189
H36 -3.886 4.768 -10.189
H37 1.553 -0.998 0.573
H38 6.757 5.658 4.318
C20 5.763 5.302 4.588
H39 -6.023 3.087 -10.817
H40 3.120 -3.612 4.974
H41 4.294 6.961 2.949
H42 3.998 0.242 -9.581
C21 1.853 -5.451 -7.331
H43 0.617 -9.845 -4.060
H44 7.013 1.177 1.001
H45 -5.516 0.908 -11.580
H46 7.999 -0.850 3.350
C22 1.277 -3.784 6.612
C23 -1.095 6.471 -0.167
H47 -1.175 0.337 0.396
H48 -4.293 4.076 -11.691
C24 -2.226 3.941 -11.219
H49 -2.863 7.807 -2.654
N2 1.993 -4.973 6.128
C25 3.753 4.388 3.559
C26 3.943 2.554 -6.374
H50 -1.436 8.516 -0.724
H51 7.888 0.566 -0.399
H52 2.872 2.339 -8.766
H53 -1.978 3.315 5.739
C27 5.921 3.127 -7.591
H54 -4.183 3.365 -7.633
H55 9.304 -1.622 2.337
H56 -2.078 6.248 -2.703
H57 -6.781 -8.178 5.428
H58 3.952 -6.531 4.868
H59 -1.146 -4.454 -8.090
H60 4.689 2.442 3.939
H61 4.184 0.308 -7.837
C28 -0.099 -4.415 -7.788
H62 -7.672 -5.477 6.716
H63 -6.232 -4.778 4.378
C29 -1.343 4.037 9.965
C30 -3.195 3.083 -7.997
C31 -3.708 3.879 -10.792
N3 -4.045 2.598 -10.196
H64 0.131 -3.233 -6.032
H65 -3.062 6.910 7.592
H66 3.959 3.204 5.452
H67 -7.087 -3.464 2.669
N4 5.096 5.009 3.347
C32 -8.601 -8.549 3.173
H68 0.098 -6.551 -7.815
H69 -3.517 3.940 8.387
H70 -0.652 7.044 9.444
H71 5.065 3.443 -4.696
H72 -5.846 -6.821 5.591
C33 8.635 -0.771 2.468
H73 -1.512 -8.639 1.751
H74 -1.536 3.920 -10.376
C34 9.322 1.139 1.217
H75 0.810 -5.732 -9.214
C35 0.130 -4.292 -6.290
H76 -4.099 -7.454 2.188
H77 -2.888 6.260 9.172
H78 -1.654 -2.254 -1.222
H79 -7.087 -5.097 1.914
C36 2.125 -6.100 7.084
H80 0.308 -3.552 -8.316
H81 5.516 0.756 -8.916
H82 -9.568 -8.803 2.737
C37 9.411 0.505 2.620
H83 1.633 -1.867 -1.051
H84 -7.639 -0.283 -3.721
C38 1.022 -1.352 -0.311
H85 -8.963 1.238 -5.070
H86 -0.443 6.758 0.659
H87 0.060 -6.478 6.863
H88 -6.388 0.948 -3.912
H89 6.238 3.584 -6.654
N5 -7.311 -6.611 4.201
H90 4.372 5.790 1.644
H91 -1.682 -7.222 2.779
C39 3.213 -4.604 5.416
H92 6.745 7.374 2.942
O3 7.856 -0.659 1.280
H93 3.953 -4.528 6.211
H94 -0.516 3.544 10.477
H95 3.389 3.376 -4.464
H96 -9.351 -7.069 4.609
C40 -8.647 -7.142 3.780
H97 5.349 7.345 4.988
C41 -5.883 1.039 -10.562
H98 -5.480 0.264 -9.910
H99 -1.031 -10.028 -3.517
H100 -2.821 5.272 0.535
C42 -2.221 -8.066 2.349
H101 -3.864 4.793 6.912
H102 -2.214 1.819 -9.454
O4 0.265 -0.271 -0.924
H103 0.444 -6.006 8.520
C43 3.960 2.269 -8.753
H104 6.164 7.497 1.271
H105 -1.503 8.389 8.766
C44 -1.168 7.376 8.543
H106 -1.560 4.918 10.569
H107 3.981 4.609 -5.549
C45 -6.898 -7.098 5.525
H108 10.436 0.270 2.906
H109 1.325 -11.288 -2.622
H110 -0.479 7.470 7.704
H111 3.237 4.140 2.631
H112 5.512 6.381 6.464
H113 6.172 3.480 -9.684
O5 -8.187 1.546 -4.597
H114 -2.512 -8.671 3.208
H115 -0.630 5.612 -0.650
H116 -6.883 -0.022 -5.285
H117 3.062 2.402 4.177
H118 -7.912 -4.621 4.805
C46 1.971 -2.963 7.725
H119 10.156 0.842 0.581
C47 -1.069 -0.302 -0.480
C48 -2.298 7.094 -2.053
C49 7.913 0.648 0.688
H120 8.950 1.165 3.355
N6 -1.912 5.124 7.744
H121 6.419 2.160 -7.528
H122 -1.671 0.098 -1.297
H123 -2.194 3.362 9.872
C50 4.129 3.575 -5.239
C51 -3.082 4.242 7.434
H124 0.310 -4.050 7.039
H125 2.571 -4.799 -7.827
C52 -1.377 -1.797 -0.272
C53 -7.463 -4.485 2.734
H126 -0.233 7.664 -1.731
H127 -2.030 2.320 7.097
H128 3.100 4.964 4.214
C54 3.906 3.063 4.372
H129 1.116 -3.120 5.762
H130 9.303 2.229 1.188
H131 2.336 -6.406 -7.125
C55 -2.650 3.029 6.548
O6 0.396 -11.127 -2.438
H132 4.244 2.769 -9.679
H133 -3.589 1.114 -8.749
H134 2.925 -5.905 7.799
O7 1.414 -4.910 -6.113

Values from the calculation:
- LUMO level (eV) = 0.196
- Kohn-Sham gap (eV) = 8.09
- net charge = 0
- HOMO level (eV) = -7.9

---

- Number 5 is which compound?
  C10H14GdN4O4